1.
{"formula": "C26H33ClNRu", "method": "ωB97M-V with the def2-TZVPD basis set", "multiplicity": 5, "e_above_lowest_kj_mol": 70.3, "total_energy_ev": -44080.6128, "total_charge": 1, "lumo_ev": [-2.93, -5.24], "species": ["C", "C", "C", "C", "C", "Ru", "C", "C", "H", "C", "H", "H", "C", "H", "H", "H", "C", "H", "H", "H", "C", "H", "H", "H", "C", "H", "H", "H", "C", "H", "H", "H", "C", "H", "H", "H", "C", "H", "H", "H", "C", "C", "C", "C", "H", "C", "H", "C", "H", "H", "H", "Cl", "C", "C", "C", "C", "N", "C", "H", "H", "H", "H"], "positions_angstrom": [[0.962295, -2.254616, 0.380132], [1.917014, -1.438313, -0.347157], [1.579578, -1.540387, -1.750231], [0.448559, -2.425334, -1.874191], [0.051759, -2.835725, -0.555089], [-0.079100, -0.620698, -0.685980], [-1.916871, 1.814406, -0.527146], [-1.644489, 0.872858, 0.566202], [-1.317926, 1.276444, 1.537526], [-1.732687, -0.551423, 0.490927], [-2.600255, -0.985394, -0.028891], [-1.444505, -1.068856, 1.416939], [-2.417342, 3.221835, -0.211579], [-1.819355, 3.678365, 0.596168], [-2.350573, 3.826937, -1.128143], [-3.451893, 3.289170, 0.108192], [-2.739903, 1.140618, -1.638783], [-2.392257, 0.132413, -1.865269], [-3.802845, 1.007143, -1.398929], [-2.711942, 1.753135, -2.542850], [3.039676, -0.627171, 0.232184], [2.755160, -0.286808, 1.243615], [3.983032, -1.194131, 0.330390], [3.224454, 0.254009, -0.408907], [2.369917, -0.916112, -2.834966], [2.512257, 0.143834, -2.617667], [3.348409, -1.377486, -2.976393], [1.830876, -1.017870, -3.787175], [-0.217197, -2.835608, -3.136771], [-0.115216, -2.069282, -3.906374], [0.218197, -3.767074, -3.530381], [-1.284182, -3.013192, -2.960320], [-1.007126, -3.842094, -0.239559], [-1.892955, -3.678643, -0.866045], [-0.660558, -4.866591, -0.452448], [-1.313733, -3.776657, 0.811992], [0.948118, -2.491614, 1.845812], [0.031761, -2.086687, 2.305223], [1.020256, -3.562310, 2.107333], [1.789182, -1.954607, 2.313613], [0.180228, 1.225245, -1.786585], [-0.138779, 2.355128, -1.053819], [0.336858, 1.276280, -3.160684], [0.031175, 3.617508, -1.704927], [0.121505, 2.291152, 0.014039], [0.446183, 2.515925, -3.812654], [0.294406, 0.336715, -3.736083], [0.311775, 3.684444, -3.059405], [-0.110625, 4.497376, -1.089648], [0.601236, 2.490205, -4.881537], [0.377987, 4.653287, -3.561950], [0.973681, 5.490738, 4.361377], [0.880207, 3.811961, 4.060191], [1.305449, 2.879602, 5.017536], [1.307407, 1.520701, 4.723733], [0.894000, 1.143919, 3.437863], [0.554883, 2.038412, 2.501767], [0.482103, 3.341909, 2.801794], [1.666134, 3.230126, 5.956652], [1.629576, 0.727973, 5.406408], [0.811893, 0.078937, 3.156523], [0.116226, 4.026274, 2.040301]], "atomic_forces_ev_per_a": [[0.9, 0.3, -0.3], [0.1, -1.2, -0.1], [0.4, -0.9, 0.6], [0.8, -0.4, 0.2], [0.6, -0.4, -0.8], [0.2, 2.9, -1.0], [-2.0, -0.4, 0.2], [-0.4, 0.0, 0.3], [0.3, 0.0, -0.8], [-2.0, 0.8, 1.5], [0.5, 0.1, 0.0], [-0.6, 0.3, -0.2], [0.2, 0.1, 0.3], [-0.1, 0.0, -0.4], [0.1, -0.1, 0.4], [-0.3, -0.4, 0.1], [0.2, 0.5, -0.2], [0.2, 0.1, -0.3], [0.2, 0.3, 0.4], [0.1, -0.2, -0.1], [-0.1, 0.3, 0.2], [0.2, 0.0, -0.4], [-0.4, 0.1, -0.2], [0.0, -0.4, 0.4], [-0.1, 0.1, -0.7], [0.1, -0.2, -0.2], [0.0, -0.2, 0.2], [0.3, 0.2, 0.2], [-0.2, -0.2, -0.2], [-0.1, -0.1, 0.0], [-0.1, 0.2, 0.1], [0.2, 0.0, -0.2], [-0.4, 0.1, 0.0], [0.1, -0.1, 0.2], [0.0, 0.4, 0.2], [0.1, -0.1, -0.3], [0.1, 0.3, 0.8], [0.2, -0.3, 0.0], [0.0, 0.5, -0.2], [-0.3, -0.4, -0.1], [0.2, -3.4, -1.2], [0.6, 0.1, 1.6], [-0.3, -0.1, 0.0], [-0.3, 0.4, -0.5], [0.3, 0.5, -0.3], [-0.3, -1.0, 0.2], [0.3, 0.8, 0.2], [-0.3, 0.6, 0.3], [0.2, 0.2, -0.3], [0.0, 0.4, -0.1], [0.1, -0.3, 0.3], [-0.2, 0.3, 0.1], [0.2, -1.2, -0.4], [0.0, 0.0, -0.6], [-0.3, -0.3, -0.8], [0.1, 0.3, 0.2], [-0.6, 0.0, 0.1], [0.5, -0.5, 0.8], [0.1, 0.2, 0.6], [-0.1, 0.6, 0.0], [0.2, 0.7, 0.1], [0.2, -0.1, 0.0]]}

2.
{"formula": "C26H33F12N13O8S4Zn", "method": "ωB97M-V with the def2-TZVPD basis set", "multiplicity": 2, "total_energy_ev": -187598.9936, "total_charge": 1, "lumo_ev": [-4.09, -10.13], "species": ["Zn", "C", "F", "F", "F", "S", "O", "O", "N", "S", "O", "O", "C", "F", "F", "F", "C", "F", "F", "F", "S", "O", "O", "N", "S", "O", "O", "C", "F", "F", "F", "C", "C", "N", "H", "H", "H", "C", "C", "N", "H", "H", "H", "C", "C", "N", "H", "H", "H", "C", "C", "N", "H", "H", "H", "C", "C", "N", "H", "H", "H", "C", "C", "N", "H", "H", "H", "C", "C", "N", "H", "H", "H", "C", "C", "N", "H", "H", "H", "C", "C", "N", "H", "H", "H", "C", "C", "N", "H", "H", "H", "C", "C", "N", "H", "H", "H"], "positions_angstrom": [[-0.468338, -1.885652, 1.052348], [-1.002078, -5.173182, -1.549482], [-0.788208, -6.197062, -0.707002], [0.146302, -4.732382, -1.936312], [-1.709398, -5.514012, -2.637372], [-1.972038, -3.762412, -0.612912], [-1.608888, -2.576202, -1.319092], [-3.399408, -3.907892, -0.706582], [-1.211458, -3.663882, 0.971168], [-2.135048, -4.682612, 1.786858], [-3.049968, -3.940902, 2.630348], [-2.736788, -5.796642, 1.075288], [-0.826598, -5.360322, 3.158038], [-1.259888, -6.562192, 3.510478], [0.408732, -5.456152, 2.657588], [-0.823728, -4.633422, 4.194788], [0.437522, 0.250438, -2.478452], [-0.143888, -0.888182, -2.877902], [1.716702, -0.084042, -2.141882], [0.436772, 1.238528, -3.422212], [-0.588408, 0.761858, -0.952242], [-0.636008, 2.245278, -0.842302], [-1.926988, 0.275998, -1.261242], [0.093252, -0.164422, 0.390278], [1.302982, 0.779178, 0.840198], [2.354922, 0.007388, 1.512518], [1.879182, 1.733148, -0.084912], [0.468062, 1.840888, 2.243458], [-0.432368, 1.140408, 2.879418], [1.489692, 2.134198, 3.128248], [-0.121708, 2.941128, 1.687128], [-3.962128, 2.866228, -0.764472], [-4.473458, 3.093168, -2.153202], [-4.849648, 3.328628, -3.217472], [-4.379418, 1.891948, -0.510042], [-4.349058, 3.739748, -0.239732], [-2.892288, 2.845568, -0.556822], [2.818112, -1.588302, 4.565568], [1.685182, -1.826072, 3.601008], [0.865542, -2.049482, 2.810458], [3.821452, -1.771092, 4.180878], [2.749142, -2.300062, 5.388208], [2.818792, -0.621932, 5.069778], [3.301152, -2.869392, -1.866752], [2.169212, -2.708492, -0.907802], [1.260992, -2.646602, -0.143362], [3.146062, -3.833612, -2.350832], [4.199182, -2.963112, -1.256132], [3.527462, -2.076722, -2.579882], [3.651482, 2.403828, -3.663222], [4.192572, 1.310968, -4.501672], [4.628752, 0.447948, -5.097512], [2.568642, 2.424628, -3.540272], [4.148692, 3.357808, -3.838742], [3.967932, 2.196458, -2.640992], [5.677122, -0.862912, 1.262468], [5.318322, 0.465208, 1.620898], [5.067652, 1.514498, 1.969548], [6.480852, -0.958912, 0.532468], [4.798712, -1.320162, 0.807018], [6.064142, -1.444742, 2.098998], [-4.162698, -0.932102, 3.923968], [-2.988898, -1.069732, 3.041218], [-2.128518, -1.154912, 2.291398], [-4.306828, 0.122878, 4.157068], [-3.995788, -1.510672, 4.832538], [-5.106738, -1.319022, 3.540338], [-1.681298, 1.388828, 5.326868], [-2.657028, 0.940868, 6.262748], [-3.490828, 0.665228, 7.033658], [-1.184298, 0.517188, 4.901038], [-0.942618, 1.982338, 5.865558], [-2.080018, 1.905668, 4.453938], [-3.445588, -0.881802, -4.004532], [-2.608758, -0.314412, -4.988462], [-2.037328, 0.066768, -5.880242], [-3.302988, -1.941512, -3.792902], [-4.493608, -0.696972, -4.240282], [-3.126448, -0.457112, -3.052742], [-1.946558, 5.442778, 2.454048], [-1.382208, 4.836088, 3.606408], [-0.861568, 4.382318, 4.553228], [-2.957958, 5.712548, 2.758008], [-2.016938, 4.826168, 1.557968], [-1.554968, 6.401118, 2.112978], [1.279712, 0.204648, -6.412572], [2.359132, -0.282632, -7.273202], [3.221852, -0.689572, -7.907322], [0.974202, -0.632242, -5.784572], [0.559682, 0.472018, -7.185972], [1.587782, 1.113238, -5.895222], [1.353152, 4.890458, -2.091482], [0.487422, 5.488878, -1.077882], [-0.143188, 6.011488, -0.264382], [1.386752, 5.298488, -3.101672], [1.106582, 3.844328, -2.272892], [2.373312, 4.956478, -1.713312]], "atomic_forces_ev_per_a": [[1.4, 1.4, 1.2], [-0.6, -1.4, 0.2], [-0.6, 0.5, -0.8], [0.7, 0.8, -0.1], [0.2, 0.3, 1.7], [-1.7, 1.7, -4.1], [1.9, 0.4, 0.7], [0.9, -1.3, 1.5], [-2.7, -2.4, -1.7], [1.1, -3.2, 3.4], [-0.5, 0.7, -0.4], [1.2, 1.4, 0.7], [0.0, -2.0, -1.8], [-0.1, 0.0, -0.7], [-0.7, 0.2, -0.3], [-0.2, 2.0, 1.3], [0.9, -0.2, 0.0], [0.4, 1.1, -0.5], [-1.1, 0.7, -0.6], [-0.2, -1.9, 1.7], [-3.6, 2.8, -0.5], [1.3, -3.4, 0.2], [1.7, -0.9, 0.8], [-0.8, 3.2, -3.6], [4.7, 1.4, 3.3], [-2.2, 0.1, -0.6], [-1.5, -1.0, 0.0], [2.1, 1.1, -0.9], [-0.5, -0.4, 0.1], [-1.9, 0.1, -1.5], [1.2, -1.4, 1.3], [-0.9, 0.3, -1.0], [1.3, 0.2, -0.1], [0.1, -0.3, 0.7], [-0.1, 0.3, 0.7], [-0.3, -0.5, 0.6], [0.0, 0.0, -0.9], [-0.6, -0.5, 0.3], [0.3, 0.0, -0.5], [0.8, 0.3, 1.3], [-0.3, 0.2, -0.7], [-0.4, -0.2, -0.1], [-0.4, 0.2, -0.6], [-0.1, -0.5, 1.1], [-2.9, 0.6, 2.1], [3.8, -0.5, -3.2], [0.0, 0.1, -0.3], [0.1, -0.1, 0.1], [-0.8, 0.1, 0.1], [0.8, -0.5, 1.0], [-1.1, 1.9, 1.2], [0.6, -1.2, -0.7], [0.1, 0.2, -0.8], [-0.5, 0.0, -0.6], [0.2, -0.3, 0.2], [0.3, -1.5, -0.7], [0.7, -0.4, 0.0], [-0.5, 1.6, 0.5], [0.0, 0.6, -0.2], [0.0, -0.3, 0.2], [-0.4, 0.1, 0.2], [0.4, -0.1, 0.2], [-1.3, 0.1, 0.0], [0.4, -0.4, -0.1], [0.1, -0.1, 0.2], [0.2, 0.3, 0.2], [0.3, 0.0, -0.7], [1.0, -0.4, -0.6], [-2.9, -0.4, 2.2], [1.7, 0.3, -1.6], [0.2, -0.1, 0.2], [0.0, 0.2, -0.4], [-0.2, 0.4, 0.5], [-0.6, -0.4, 2.0], [-0.9, -1.2, 0.5], [1.9, 1.3, -2.1], [0.1, -0.2, -0.7], [0.1, 0.1, 0.2], [-0.6, 0.4, 0.2], [-1.7, 1.0, -1.0], [2.6, -1.2, 2.7], [-1.4, 0.9, -2.2], [-0.4, -0.1, -0.2], [0.2, -0.3, 0.3], [0.7, -0.2, 0.4], [0.5, -0.1, -1.5], [0.6, 0.0, 0.7], [0.0, -0.1, -0.3], [-0.3, 0.4, 0.1], [-0.8, 0.0, 0.7], [-0.1, -0.3, 0.2], [0.6, -0.6, -0.1], [-0.5, 0.6, -0.1], [0.4, -0.6, -0.6], [-0.5, 0.8, 0.3], [-0.1, -0.1, 0.5], [0.0, -0.2, 0.1]]}

3.
{"formula": "C26H33F5N2O4SeV", "method": "ωB97M-V with the def2-TZVPD basis set", "multiplicity": 3, "e_above_lowest_kj_mol": 24.8, "total_energy_ev": -143284.9171, "total_charge": 1, "lumo_ev": [-3.12, -2.47], "species": ["V", "C", "N", "C", "C", "O", "C", "O", "C", "C", "O", "N", "C", "C", "H", "H", "H", "H", "H", "H", "H", "H", "H", "H", "H", "H", "H", "H", "H", "H", "F", "C", "C", "F", "C", "F", "C", "Se", "C", "F", "C", "F", "C", "C", "C", "C", "C", "C", "C", "C", "C", "C", "C", "C", "O", "H", "H", "H", "H", "H", "H", "H", "H", "H", "H", "H", "H", "H", "H", "H", "H", "H"], "positions_angstrom": [[-0.537540, 0.605243, 0.257099], [0.140867, 0.967185, 4.806342], [1.246475, 0.976834, 3.847160], [2.561321, 0.661607, 4.390057], [1.032976, 1.328025, 2.592067], [-0.089472, 1.662058, 2.153570], [2.182729, 1.312889, 1.593078], [1.664395, 1.644004, 0.315422], [1.582916, 3.019635, -0.008360], [0.172915, 3.364865, -0.462055], [-0.731010, 2.501886, -0.366281], [-0.032295, 4.524524, -1.046292], [1.045872, 5.498874, -1.224782], [-1.342482, 4.860441, -1.609827], [0.238079, 1.803858, 5.499711], [-0.801173, 1.041907, 4.275743], [0.172217, 0.035602, 5.369710], [2.884199, 1.442038, 5.080008], [2.506081, -0.281849, 4.931094], [3.305542, 0.555412, 3.606421], [2.982770, 1.999049, 1.877071], [2.605431, 0.312181, 1.508432], [1.900962, 3.667651, 0.810592], [2.257215, 3.191025, -0.850851], [1.624885, 5.618976, -0.311944], [1.703662, 5.209805, -2.045436], [0.599239, 6.459581, -1.462063], [-2.024597, 4.033134, -1.459977], [-1.728529, 5.750832, -1.116513], [-1.229981, 5.058803, -2.674750], [-5.701390, -3.192768, -2.214570], [-4.986636, -2.468967, -1.362619], [-4.407663, -1.281386, -1.775447], [-4.564491, -0.856690, -3.028664], [-3.665701, -0.545722, -0.874503], [-3.121872, 0.612341, -1.300203], [-3.463238, -0.952583, 0.434302], [-2.432371, 0.082028, 1.663645], [-4.059770, -2.143205, 0.821732], [-3.906706, -2.595932, 2.067092], [-4.813965, -2.898320, -0.057815], [-5.365856, -4.039903, 0.341926], [1.317449, -2.145740, 2.107220], [0.799329, -3.221809, 1.152834], [-0.707362, -3.441196, 1.319876], [1.173461, -3.023736, -0.303340], [1.860994, -4.041355, -0.956959], [2.186170, -3.949818, -2.298041], [1.822189, -2.823536, -3.010130], [1.137123, -1.765927, -2.415500], [0.791164, -0.567845, -3.279828], [-0.709645, -0.298477, -3.393984], [1.560935, 0.695254, -2.888297], [0.825009, -1.891248, -1.052848], [0.155051, -0.887283, -0.408357], [1.131826, -2.450145, 3.140004], [0.796808, -1.199131, 1.955787], [2.393399, -1.992512, 1.986365], [1.298024, -4.149846, 1.441838], [-1.265141, -2.551206, 1.024763], [-0.954689, -3.658268, 2.361190], [-1.046857, -4.278309, 0.707742], [2.135275, -4.927536, -0.395770], [2.715268, -4.757182, -2.788572], [2.070348, -2.752675, -4.063493], [1.134665, -0.839828, -4.280398], [-1.140335, 0.046420, -2.454859], [-1.255879, -1.195236, -3.690631], [-0.899969, 0.473908, -4.142359], [1.324155, 0.996182, -1.868396], [1.307731, 1.518531, -3.561486], [2.639494, 0.534581, -2.933690]], "atomic_forces_ev_per_a": [[0.2, 0.5, 1.1], [0.0, 0.0, 0.0], [-0.1, 0.2, 0.0], [0.0, 0.0, 0.0], [0.1, 0.0, 0.3], [0.1, -0.5, -0.3], [0.1, 0.1, -0.1], [-0.1, 0.0, 0.1], [0.1, 0.0, -0.3], [0.1, -0.4, -0.2], [-0.1, -0.1, -0.4], [0.0, 0.2, 0.1], [-0.1, 0.0, 0.0], [0.1, 0.0, 0.0], [0.0, 0.0, 0.0], [0.0, 0.0, 0.0], [0.0, 0.0, 0.0], [0.0, 0.0, 0.0], [0.0, 0.0, 0.0], [0.0, 0.0, 0.0], [0.0, 0.0, 0.0], [0.0, 0.0, 0.0], [-0.1, -0.1, 0.1], [0.1, 0.1, 0.0], [0.0, 0.0, 0.0], [0.0, 0.0, 0.0], [0.0, 0.0, 0.0], [0.0, 0.0, 0.0], [0.0, 0.0, 0.0], [0.0, 0.0, 0.0], [0.0, 0.0, 0.0], [0.0, 0.0, 0.0], [0.0, 0.0, -0.1], [0.0, 0.0, 0.0], [0.0, 0.1, 0.1], [0.0, 0.0, 0.0], [-0.1, 0.0, 0.0], [0.0, -0.1, -0.3], [0.1, 0.0, 0.0], [0.0, 0.0, 0.0], [0.0, -0.1, 0.0], [0.0, 0.0, 0.0], [0.0, 0.0, 0.0], [0.0, -0.1, 0.0], [0.0, 0.1, 0.0], [0.1, 0.1, -0.1], [0.0, 0.0, 0.1], [0.0, -0.1, 0.0], [0.0, 0.1, -0.1], [0.1, -0.1, 0.1], [0.0, 0.0, -0.1], [0.0, 0.0, 0.0], [0.0, 0.0, 0.0], [0.1, 0.1, 0.2], [-0.4, 0.4, -0.3], [0.0, 0.0, 0.0], [0.0, 0.0, 0.0], [0.0, 0.0, 0.0], [0.0, 0.0, 0.1], [0.1, -0.1, 0.0], [0.0, 0.0, 0.0], [0.0, 0.0, 0.0], [0.0, 0.0, 0.0], [0.0, 0.0, 0.0], [0.0, 0.0, 0.0], [0.0, 0.0, 0.0], [0.0, 0.0, 0.0], [0.0, 0.0, 0.0], [0.0, 0.0, 0.0], [0.0, 0.0, 0.0], [0.0, 0.0, 0.0], [0.0, 0.0, 0.0]]}